C4H5N3O | wB97M-V/def2-TZVPD

Element x y z (Å)
1 C -0.343 -0.467 -1.962
2 C -0.756 0.868 -1.547
3 C 0.169 -1.072 -0.823
4 C -0.426 1.013 -0.231
5 N 1.029 -0.984 2.358
6 N 0.204 -0.129 0.248
7 N 0.429 -0.155 1.539
8 O 1.099 -0.484 3.521
9 H -0.479 -0.903 -2.925
10 H -1.128 1.510 -2.215
11 H 0.443 -2.152 -0.610
12 H -0.443 1.907 0.469
13 H 0.203 1.049 2.180

## Properties
- Relative energy (zero: lowest compared OMol25 entry of this formula, charge and spin): 159.5 kcal/mol
- Lowest unoccupied orbital energy: 0.1 eV
- Charge: 0
- Orbital gap: 8.955 eV
- Highest occupied orbital energy: -0.3248 Eh
- Molecular weight: 111.1 g mol⁻¹
- Multiplicity: 1

***

C3H10NS | wB97M-V/def2-TZVPD

Element x y z (Å)
1 C 2.112 -2.330 -0.435
2 S 2.400 -0.738 0.432
3 H 3.011 -2.955 -0.414
4 H 1.867 -2.171 -1.487
5 H 1.295 -2.884 0.023
6 C -1.451 2.154 0.262
7 C -0.776 0.929 -0.299
8 N -1.227 -0.291 0.409
9 H -2.531 2.028 0.290
10 H -1.214 3.080 -0.264
11 H -1.153 2.371 1.289
12 H 0.312 0.982 -0.217
13 H -1.029 0.800 -1.349
14 H -1.197 -0.055 1.406
15 H -0.420 -0.921 0.353

## Properties
- Relative energy (zero: lowest compared OMol25 entry of this formula, charge and spin): 15.8 kcal/mol
- Lowest unoccupied orbital energy: 3.9 eV
- Charge: -1
- Orbital gap: 6.264 eV
- Highest occupied orbital energy: -0.0861 Eh
- Molecular weight: 92.2 g mol⁻¹
- Multiplicity: 1

***

C6H7O7P | wB97M-V/def2-TZVPD

Element x y z (Å)
1 C 0.155 -0.298 -1.537
2 C 1.066 2.185 0.705
3 C 0.514 -1.194 -0.455
4 C -0.183 1.292 0.246
5 C 0.255 -2.721 -0.710
6 C -1.546 1.979 0.489
7 O 2.238 1.844 0.455
8 O 0.292 -0.942 2.301
9 O 0.039 -0.651 -2.687
10 O 0.705 3.300 1.138
11 O -1.920 -0.868 1.052
12 O 0.052 0.962 -1.166
13 O 1.914 -1.090 -0.197
14 P -0.478 -0.652 1.053
15 H 0.399 -3.284 0.237
16 H 0.795 -3.200 -1.453
17 H -0.776 -2.783 -1.006
18 H -1.955 1.458 1.321
19 H -2.273 1.812 -0.388
20 H -1.409 3.033 0.652
21 H 2.116 -0.180 -0.052

## Properties
- Relative energy (zero: lowest compared OMol25 entry of this formula, charge and spin): 5.4 kcal/mol
- Lowest unoccupied orbital energy: 6.2 eV
- Charge: -2
- Orbital gap: 7.175 eV
- Highest occupied orbital energy: -0.0377 Eh
- Structure (SMILES): C[C@@]1(O)C(=O)O[C@](C)(C(=O)[O-])[P@@]1(=O)[O-]
- Molecular weight: 222.1 g mol⁻¹
- Multiplicity: 1

***

C25H46BNP2Zr | wB97M-V/def2-TZVPD

Element x y z (Å)
1 Zr 0.187 -0.528 0.701
2 C -0.634 -2.314 2.423
3 C 0.746 -2.451 2.014
4 C 0.639 -0.891 3.737
5 C -0.675 -1.374 3.498
6 C 1.519 -1.501 2.791
7 C -1.767 -3.181 1.999
8 H -1.614 -3.598 0.991
9 H -2.705 -2.607 1.997
10 H -1.900 -4.028 2.693
11 C -1.873 -1.007 4.283
12 H -2.753 -1.562 3.945
13 H -2.099 0.069 4.201
14 H -1.733 -1.227 5.352
15 C 1.018 0.060 4.811
16 H 0.709 -0.334 5.789
17 H 0.532 1.038 4.674
18 H 2.104 0.207 4.834
19 C 2.995 -1.330 2.739
20 H 3.501 -1.954 3.492
21 H 3.272 -0.286 2.940
22 H 3.407 -1.599 1.756
23 C 1.313 -3.547 1.179
24 H 1.677 -4.377 1.805
25 H 2.167 -3.210 0.577
26 H 0.567 -3.968 0.496
27 C -1.723 0.758 -3.886
28 C -1.876 -0.568 -3.721
29 C -1.030 -1.641 -4.319
30 C 0.491 -1.338 -4.330
31 C 1.040 -0.552 -3.176
32 C 1.215 0.780 -3.212
33 C 0.630 1.782 -4.158
34 C -0.733 1.425 -4.791
35 H -1.343 -1.832 -5.357
36 H 0.721 -0.833 -5.280
37 H -1.218 -2.587 -3.780
38 H -0.566 0.849 -5.715
39 H -2.465 1.458 -3.480
40 H -2.764 -0.946 -3.208
41 H -1.191 2.382 -5.110
42 H 0.524 2.756 -3.641
43 H 1.975 1.265 -2.608
44 H 1.344 1.990 -4.978
45 H 1.013 -2.306 -4.370
46 H 1.502 -1.155 -2.381
47 P -1.944 0.576 -0.399
48 P 1.793 1.460 0.096
49 C -0.864 1.894 -1.229
50 C 0.414 2.558 -0.640
51 H -1.571 2.683 -1.505
52 H -0.586 1.385 -2.149
53 H 0.920 3.143 -1.419
54 H 0.126 3.250 0.162
55 C 2.560 2.583 1.305
56 H 3.222 1.990 1.954
57 H 1.805 3.084 1.926
58 H 3.163 3.331 0.767
59 C 3.330 0.968 -0.783
60 H 3.835 1.851 -1.206
61 H 3.136 0.224 -1.568
62 H 3.999 0.493 -0.045
63 C -3.628 0.576 -1.052
64 H -4.175 -0.256 -0.591
65 H -3.682 0.453 -2.138
66 H -4.135 1.509 -0.776
67 C -1.268 -1.051 -1.084
68 H -0.656 -1.810 -0.495
69 H -0.702 -0.846 -1.994
70 H -2.152 -1.645 -1.344
71 B -1.338 2.911 3.662
72 C -0.874 1.908 2.644
73 N -0.493 1.073 1.892
74 H -1.560 2.353 4.732
75 H -2.361 3.429 3.261
76 H -0.455 3.737 3.802

## Properties
- Lowest unoccupied orbital energy (alpha / beta): -7.5 / -7.5 eV
- Charge: +2
- Orbital gap (alpha / beta): 6.530 / 6.530 eV
- Highest occupied orbital energy (alpha / beta): -0.5163 / -0.5163 Eh
- Molecular weight: 524.6 g mol⁻¹
- Multiplicity: 1

***

C7H16N | wB97M-V/def2-TZVPD

Element x y z (Å)
1 C -2.464 -1.011 1.724
2 C -1.045 -1.192 2.210
3 C -0.138 0.063 2.081
4 C -0.060 0.565 0.653
5 C -0.633 1.732 0.246
6 C 0.635 -0.168 -0.322
7 C 1.733 -1.083 -0.095
8 N 1.737 1.654 -4.995
9 H -2.910 -1.984 1.535
10 H -2.484 -0.503 0.765
11 H -3.063 -0.453 2.445
12 H -0.984 -1.516 3.253
13 H 0.844 -0.149 2.488
14 H -0.566 0.857 2.693
15 H -0.543 2.052 -0.787
16 H -1.127 2.381 0.952
17 H 0.275 -0.005 -1.341
18 H 2.522 2.261 -4.918
19 H 2.022 -1.088 0.949
20 H 2.550 -0.736 -0.742
21 H 1.494 -2.100 -0.383
22 H -0.531 -1.996 1.676
23 H 1.174 1.452 -5.793
24 H 1.562 0.965 -4.294

## Properties
- Relative energy (zero: lowest compared OMol25 entry of this formula, charge and spin): 62.8 kcal/mol
- Lowest unoccupied orbital energy: -6.8 eV
- Charge: +1
- Orbital gap: 5.179 eV
- Highest occupied orbital energy: -0.4386 Eh
- Molecular weight: 114.2 g mol⁻¹
- Multiplicity: 1

***

C47H91AlNO26S2 | wB97M-V/def2-TZVPD

Element x y z (Å)
1 C -4.254 -4.461 1.437
2 C -5.439 -4.550 2.387
3 C -5.083 -4.073 3.792
4 O -5.372 -2.703 3.939
5 C -4.241 -1.851 4.277
6 Al -3.843 -0.442 2.836
7 C -1.848 -0.362 2.514
8 C -1.334 -0.667 1.102
9 C -1.443 0.517 0.147
10 C -0.473 0.403 -1.055
11 N -1.071 0.196 -2.379
12 C -1.745 1.382 -2.904
13 C -1.866 -0.983 -2.463
14 C -3.360 -0.929 -2.259
15 O -1.334 -2.058 -2.724
16 C -4.390 1.360 3.661
17 C -4.772 2.364 2.548
18 C -4.477 3.799 2.963
19 O -4.056 4.625 1.839
20 C -5.059 5.436 1.395
21 C -5.224 6.709 2.184
22 O -5.740 5.165 0.412
23 S -5.030 -0.815 0.918
24 C -6.773 -0.784 1.435
25 C -7.626 -1.500 0.450
26 O -7.908 -2.685 0.489
27 O -8.125 -0.686 -0.560
28 C -9.541 -0.543 -0.460
29 C -9.871 0.897 -0.813
30 C -9.983 1.081 -2.314
31 O -11.097 1.207 -0.130
32 C -11.187 2.463 0.326
33 O -10.715 3.433 -0.235
34 C -11.963 2.609 1.614
35 S -11.721 1.280 2.815
36 H -3.524 -5.245 1.610
37 H -3.791 -3.486 1.511
38 H -4.616 -4.583 0.420
39 H -5.820 -5.565 2.435
40 H -6.192 -3.864 2.022
41 H -5.706 -4.621 4.506
42 H -4.047 -4.305 4.032
43 H -3.354 -2.439 4.521
44 H -4.511 -1.330 5.198
45 H -1.408 -1.103 3.178
46 H -1.484 0.612 2.835
47 H -0.282 -0.944 1.167
48 H -1.835 -1.518 0.638
49 H -2.473 0.650 -0.163
50 H -1.186 1.416 0.702
51 H 0.206 -0.425 -0.886
52 H 0.137 1.297 -1.073
53 H -2.492 1.814 -2.241
54 H -0.977 2.102 -3.157
55 H -2.205 1.103 -3.845
56 H -3.619 -1.675 -1.522
57 H -3.861 -1.184 -3.187
58 H -3.721 0.044 -1.964
59 H -3.517 1.707 4.207
60 H -5.210 1.159 4.345
61 H -5.828 2.241 2.339
62 H -4.209 2.132 1.653
63 H -3.675 3.809 3.684
64 H -5.366 4.217 3.432
65 H -5.170 6.497 3.244
66 H -6.162 7.171 1.922
67 H -4.422 7.391 1.927
68 H -6.906 -1.211 2.419
69 H -7.091 0.255 1.470
70 H -9.840 -0.692 0.574
71 H -10.057 -1.246 -1.101
72 H -9.046 1.489 -0.438
73 H -10.566 0.268 -2.726
74 H -8.984 1.067 -2.730
75 H -10.448 2.022 -2.567
76 H -11.716 3.571 2.030
77 H -13.019 2.598 1.376
78 H -10.450 1.506 3.172
79 C 4.082 4.363 -1.699
80 C 3.479 4.853 -2.997
81 O 3.699 3.918 -4.062
82 C 2.894 2.856 -4.063
83 O 2.014 2.630 -3.280
84 O 3.241 2.069 -5.079
85 C 2.488 0.850 -5.146
86 H 5.136 4.118 -1.838
87 H 3.997 5.123 -0.923
88 H 3.581 3.461 -1.350
89 H 3.966 5.772 -3.316
90 H 2.414 5.058 -2.893
91 H 1.420 1.048 -5.138
92 H 2.749 0.200 -4.314
93 H 2.763 0.371 -6.081
94 C 8.367 3.787 -5.140
95 C 8.502 3.101 -3.797
96 O 9.833 3.238 -3.273
97 C 10.106 4.412 -2.716
98 O 9.351 5.338 -2.591
99 O 11.378 4.387 -2.312
100 C 11.836 5.617 -1.745
101 H 9.131 3.427 -5.830
102 H 7.384 3.598 -5.571
103 H 8.495 4.865 -5.042
104 H 8.336 2.032 -3.910
105 H 7.774 3.475 -3.079
106 H 11.175 5.951 -0.950
107 H 11.910 6.384 -2.515
108 H 12.823 5.418 -1.337
109 C 0.898 1.355 8.512
110 C 1.057 0.241 7.499
111 O 0.586 0.630 6.206
112 C 1.412 1.397 5.501
113 O 2.508 1.761 5.843
114 O 0.818 1.685 4.349
115 C 1.558 2.556 3.496
116 H -0.136 1.703 8.532
117 H 1.170 1.004 9.508
118 H 1.531 2.204 8.260
119 H 0.446 -0.614 7.780
120 H 2.092 -0.095 7.433
121 H 2.566 2.181 3.334
122 H 1.595 3.558 3.921
123 H 1.024 2.581 2.551
124 C 14.008 3.562 -4.294
125 C 14.146 4.963 -4.846
126 O 15.397 5.564 -4.474
127 C 16.450 5.176 -5.185
128 O 16.442 4.413 -6.113
129 O 17.524 5.803 -4.705
130 C 18.747 5.445 -5.349
131 H 14.163 3.560 -3.215
132 H 13.013 3.170 -4.502
133 H 14.744 2.892 -4.736
134 H 13.381 5.610 -4.421
135 H 14.033 4.981 -5.929
136 H 18.671 5.562 -6.427
137 H 19.015 4.418 -5.104
138 H 19.506 6.119 -4.963
139 C -3.705 -7.255 -2.884
140 C -4.795 -7.823 -2.002
141 O -4.492 -9.164 -1.576
142 C -3.614 -9.246 -0.582
143 O -3.082 -8.320 -0.035
144 O -3.416 -10.535 -0.301
145 C -2.437 -10.761 0.715
146 H -3.509 -7.923 -3.725
147 H -4.001 -6.280 -3.269
148 H -2.775 -7.135 -2.330
149 H -5.728 -7.903 -2.555
150 H -4.975 -7.190 -1.134
151 H -2.664 -10.186 1.611
152 H -1.445 -10.501 0.348
153 H -2.472 -11.821 0.946
154 C -0.179 -7.353 0.010
155 C 0.990 -6.394 0.086
156 O 1.060 -5.744 1.365
157 C 1.574 -6.467 2.348
158 O 2.014 -7.585 2.264
159 O 1.547 -5.729 3.458
160 C 2.025 -6.399 4.622
161 H -1.107 -6.849 0.269
162 H -0.271 -7.761 -0.996
163 H -0.050 -8.180 0.708
164 H 0.866 -5.590 -0.637
165 H 1.937 -6.891 -0.128
166 H 3.014 -6.819 4.454
167 H 1.331 -7.185 4.916
168 H 2.076 -5.650 5.407

## Properties
- Relative energy (zero: lowest compared OMol25 entry of this formula, charge and spin): 13.4 kcal/mol
- Lowest unoccupied orbital energy: 1.6 eV
- Charge: -1
- Orbital gap: 6.181 eV
- Highest occupied orbital energy: -0.1694 Eh
- Molecular weight: 1177.3 g mol⁻¹
- Multiplicity: 1

***

- Which value of multiplicity does entry 4 give?
  1

***

- Among the records above, which one has the highest charge?
  C25H46BNP2Zr

***

- What is the formula in the sixth record?
  C47H91AlNO26S2